one) Molecular formula: C5H14S
Method: DFT, ωB97M-V/def2-TZVPD

The LUMO energy is 0.99 eV. The spin multiplicity is 1. The structure (SMILES) is CCSC.CC. The HOMO energy is -0.311 hartree.

Cartesian coordinates (Å):
C1 -1.464 -0.937 -0.618
C2 -0.156 -0.171 -0.726
S1 -0.049 1.277 -1.784
C3 -0.894 2.586 -0.836
H1 -1.621 -1.618 -1.453
H2 -2.299 -0.237 -0.556
H3 -1.499 -1.555 0.278
H4 0.162 0.085 0.283
H5 0.646 -0.808 -1.098
H6 -1.258 2.184 0.112
H7 -0.187 3.376 -0.651
H8 -1.766 2.870 -1.413
C4 0.720 -1.762 2.841
C5 2.041 -2.077 2.159
H9 0.820 -1.243 3.781
H10 0.255 -1.046 2.177
H11 0.057 -2.601 2.971
H12 2.585 -2.832 2.751
H13 1.917 -2.520 1.178
H14 2.767 -1.284 2.095


two) Molecular formula: C5H14S
Method: DFT, ωB97M-V/def2-TZVPD

The LUMO energy is 0.94 eV. The spin multiplicity is 1. The structure (SMILES) is CCC.CCS. The HOMO energy is -0.335 hartree.

Cartesian coordinates (Å):
C1 -1.802 0.883 0.316
C2 -2.016 -0.588 0.742
C3 -2.068 -1.453 -0.504
H1 -0.806 1.217 0.536
H2 -1.978 1.033 -0.767
H3 -2.502 1.610 0.811
H4 -1.193 -0.917 1.469
H5 -3.002 -0.657 1.299
H6 -2.212 -2.541 -0.364
H7 -1.156 -1.285 -1.101
H8 -2.955 -1.099 -1.022
C4 2.379 0.468 -1.082
C5 2.936 0.717 0.361
S1 1.835 0.149 1.762
H9 2.166 -0.533 -1.395
H10 1.311 0.840 -1.093
H11 2.869 0.964 -1.984
H12 3.065 1.858 0.521
H13 3.869 0.173 0.511
H14 1.260 -0.839 0.984


three) Molecular formula: C5H14S
Method: DFT, ωB97M-V/def2-TZVPD

The LUMO energy is 0.86 eV. The spin multiplicity is 1. The structure (SMILES) is CCC.CCS. The HOMO energy is -0.336 hartree.

Cartesian coordinates (Å):
C1 -1.855 -0.268 0.819
C2 -1.623 1.159 1.348
C3 -0.896 2.000 0.288
H1 -0.940 -0.556 0.290
H2 -2.195 -0.926 1.592
H3 -2.742 -0.335 0.193
H4 -2.663 1.520 1.507
H5 -1.111 1.126 2.330
H6 -0.959 3.179 0.500
H7 0.105 1.675 0.218
H8 -1.296 2.038 -0.711
C4 1.653 -2.038 -1.094
C5 1.544 -0.540 -1.165
S1 3.026 0.239 -0.455
H9 0.734 -2.521 -1.584
H10 1.584 -2.589 -0.153
H11 2.511 -2.572 -1.548
H12 1.815 -0.424 -2.238
H13 0.516 -0.287 -1.075
H14 2.792 0.120 0.939


Which structure is the least stable? The one labeled three).


one) Molecular formula: C2H3Cl2NO
Method: DFT, ωB97M-V/def2-TZVPD

The LUMO energy is 0.44 eV. The spin multiplicity is 1. The HOMO energy is -0.314 hartree.

Cartesian coordinates (Å):
C1 1.399 -0.590 0.718
C2 -0.430 0.412 0.147
N1 -0.934 -0.395 -0.867
O1 1.492 -1.247 1.685
Cl1 0.093 1.983 -0.426
Cl2 -1.346 0.712 1.555
H1 2.038 -0.109 -0.114
H2 -1.951 -0.104 -1.086
H3 -0.359 -0.663 -1.612


two) Molecular formula: C2H3Cl2NO
Method: DFT, ωB97M-V/def2-TZVPD

The LUMO energy (alpha / beta) is -3.52 / -3.51 eV. The spin multiplicity is 1. The HOMO energy (alpha / beta) is -0.374 / -0.374 hartree.

Cartesian coordinates (Å):
C1 -1.189 -0.223 -0.027
C2 0.045 0.590 -0.001
N1 1.247 0.153 0.016
O1 2.334 0.664 0.052
Cl1 2.199 -2.258 -0.016
Cl2 -0.123 2.324 0.057
H1 -1.910 0.239 -0.698
H2 -1.633 -0.257 0.969
H3 -0.970 -1.233 -0.353


Which structure is the least stable? The one labeled two).


one) Molecular formula: C4H9N2O2S
Method: DFT, ωB97M-V/def2-TZVPD

The LUMO energy (alpha / beta) is -5.70 / -5.70 eV. The spin multiplicity is 1. Its charge is +1. The structure (SMILES) is C=N/C(=[NH+]/C)S(C)(=O)=O. The HOMO energy (alpha / beta) is -0.527 / -0.527 hartree.

Cartesian coordinates (Å):
C1 2.974 -0.827 -0.635
N1 1.756 -0.557 -0.604
C2 0.673 -0.191 -0.283
N2 -0.445 0.510 -1.377
C3 -1.793 0.226 -1.167
S1 0.072 -1.113 1.247
C4 -0.650 0.156 2.302
O1 -0.753 -2.044 0.621
O2 1.291 -1.547 1.806
H1 3.208 -1.968 -0.585
H2 3.882 -0.211 -0.674
H3 -0.042 0.151 -2.222
H4 -2.259 0.733 -1.956
H5 -2.306 0.600 -0.234
H6 -2.268 -0.815 -1.285
H7 -1.362 0.584 1.662
H8 -1.049 -0.088 3.288
H9 0.205 0.809 2.379


two) Molecular formula: C4H9N2O2S
Method: DFT, ωB97M-V/def2-TZVPD

The LUMO energy is -3.83 eV. The spin multiplicity is 1. Its charge is +1. The HOMO energy is -0.529 hartree.

Cartesian coordinates (Å):
C1 2.082 0.124 0.912
C2 1.427 -1.392 -0.654
C3 0.261 0.172 -0.466
C4 -2.808 0.506 -0.154
N1 1.074 0.801 0.452
N2 2.424 -0.970 0.254
O1 -1.095 -0.104 1.809
O2 -1.429 -1.793 -0.030
S1 -1.362 -0.439 0.446
H1 2.624 0.370 1.847
H2 0.666 -2.281 -0.365
H3 1.775 -1.338 -1.670
H4 0.255 0.670 -1.363
H5 -3.759 -0.182 0.018
H6 -2.870 1.407 0.438
H7 -2.752 0.583 -1.328
H8 0.928 1.659 0.892
H9 3.020 -1.674 0.624


Which structure is the least stable? The one labeled one).